[1]
ORCA calculation (ωB97M-V with the def2-TZVPD basis set) on 12 unconnected molecules or ions with the total composition C58H152N12O17.

Properties
E_LUMO (spin up / spin down) ... 0.0659 / 0.0628 Ha
Highest occupied orbital energy (spin up / spin down) ... 0.30 / -6.56 eV
Energy above the lowest of the compared OMol25 structures with the same formula, charge and spin ... 48.5 kcal/mol
Largest force on an atom ... 3.4 eV/Å
⟨S²⟩ ... 0.75

```
! wB97M-V def2-TZVPD RIJCOSX def2/J DEFGRID3
* xyz -1 2
H -7.74833 0.83591 3.28735
H 0.38347 -0.93650 5.88955
H -2.79297 -2.77506 1.28769
H 0.25330 -6.40510 5.02562
H 4.35928 4.59959 -3.63671
H 0.62487 0.90711 2.69242
H 7.87640 -3.24306 0.20352
C 8.44106 -2.47477 0.73172
N -0.46793 1.04117 -4.73847
H 2.64352 -6.43119 3.02077
H 3.23905 -8.36358 3.80998
H 2.97931 4.26826 -5.76525
C -4.75135 1.85335 -2.98854
H 7.03003 1.37413 0.64411
C 2.99890 2.36895 -4.71570
H 2.52011 -0.40687 -2.63290
N 5.23512 0.66350 -0.08438
C -7.66914 0.55921 4.33867
H -7.78140 -7.15150 0.33505
H 0.48714 1.25840 -4.98497
H -0.48652 -1.60703 -6.57123
C 3.22667 -1.22085 -2.79509
H 2.08205 0.32395 -0.02726
H -5.42833 -6.07987 -0.13086
H -8.46198 1.09885 4.85665
H 1.66569 -8.63929 3.17549
H 6.05545 3.21581 4.00585
C 6.94512 -0.86706 0.26195
O -3.30639 -3.28723 -3.47938
H 0.80324 -0.45863 -6.27954
H 2.92648 4.33560 -2.78640
C 5.41546 -1.82900 -3.36542
H 7.57762 -5.69324 -8.50745
N 0.58646 1.78864 -1.43743
H -0.20958 0.29574 10.16568
C 4.59109 1.88740 0.37931
H 6.33824 -6.37038 -9.46855
C 1.09022 -0.12790 -0.01224
H 5.61497 -0.91223 6.69349
H 6.46541 -1.18558 1.18743
H 7.28028 -2.54428 6.20753
H -5.00098 -1.26968 -6.60516
O 2.36022 1.66193 -5.73144
C 6.21284 -3.87962 -7.36987
C 2.66568 3.86595 -4.80198
C 0.02381 -3.67025 4.26008
C -0.10241 1.23339 7.71021
H 4.90002 0.36149 -0.98803
C -1.27669 0.29270 -0.90560
H -1.89959 2.00521 8.65793
H 8.10345 -2.49958 1.76782
C 6.07457 3.93801 3.18966
H -3.96955 -2.69747 -6.96445
H 3.52650 1.65737 0.42225
H -2.16932 0.88267 -0.69765
H -2.64984 -0.28175 3.37302
H 2.53703 1.90453 -3.84444
H 5.98323 -2.34296 4.01515
N -5.78766 -3.65676 -1.46494
H 0.31222 3.55115 9.18284
H -3.18189 0.78051 -5.68838
H 3.36843 0.40602 7.06480
H 2.60247 -5.25229 5.11546
H 6.14026 -4.55627 -6.51841
H 3.72723 -3.08575 5.50562
H -1.15291 0.75284 -6.77067
C -0.90288 1.71167 8.98732
N 3.04251 -6.15612 5.01777
C -1.11514 0.25624 -5.80110
O -7.72941 -0.88691 4.52502
H -0.61587 -3.76994 5.13698
C -2.56445 -0.11139 -5.58169
H -4.79384 5.95356 -1.77941
C -7.77349 -7.48350 -0.70313
H -5.63418 2.88868 -0.90343
H 6.75766 -0.80232 4.66862
O 5.88479 -4.53105 -8.57285
O -9.87217 5.88119 -2.07902
H -5.12731 -7.05181 -1.51570
O 1.11274 -4.53354 4.31261
H 0.55614 2.50591 10.45793
H -1.29869 1.15609 10.86294
H 0.85575 0.82505 8.03157
C 0.00864 0.94478 -0.36787
H 3.21118 2.39814 -7.50081
H -6.16190 2.09900 4.61725
C -5.32249 -4.95968 -1.99996
C 5.20897 -2.46197 -4.78630
C 3.11523 1.50295 -6.88639
H 0.15075 -1.41539 -4.90290
C -3.65936 -2.50418 -2.38011
H -4.45443 0.38434 5.05781
C -0.48242 -0.28078 5.79810
H 5.54906 -3.48958 -4.65801
H -3.06952 -2.88277 -1.54533
H 2.67949 -1.84582 -3.50086
H 2.52173 9.61497 -0.66929
C -0.23902 2.83029 9.78665
C 6.63356 0.59981 -0.01266
N 0.52223 5.15991 -1.31567
H 0.97141 2.53107 -0.87111
O 4.49695 -0.76449 -3.14491
C -9.67482 7.20128 -2.59788
H 6.35135 -1.27200 -3.40960
H 9.45087 -2.88473 0.71374
H 2.17571 1.04310 2.03971
H 3.05545 5.73512 -4.01330
H -1.57717 -0.68877 -0.53883
H -8.96471 -2.49428 4.18276
H -5.25152 0.81252 2.22888
H -6.70992 -3.61275 -1.87434
H -0.35013 0.51948 5.06996
H 4.88182 2.65257 -0.34048
H -0.18673 0.47078 -3.95382
H -0.38189 5.39826 -1.69757
C -4.59803 0.77532 3.10047
H -0.16518 2.26042 -1.91968
C 0.87429 5.59471 0.04241
H -5.38570 -1.61475 -1.61159
H -4.05550 1.69693 3.31116
H -3.30389 -1.49445 -2.58553
H 2.16814 3.94092 0.31798
H 2.75560 0.75574 -7.59381
H 0.67584 9.51061 -0.67928
O -7.11141 -6.42699 -1.36934
H 0.33172 -2.65252 4.02023
H -8.78635 -7.69864 -1.04362
H -0.92652 3.46146 10.34974
N -5.20498 0.28611 4.38913
N 6.37355 -2.82724 6.55086
H 2.97420 -6.54814 5.94608
O 8.30650 -1.21504 0.20844
C -6.34953 1.04565 4.82549
N -6.63853 5.35901 -2.08451
C -9.04702 4.72412 -2.30038
H -3.44436 -3.54156 2.70260
C 4.76921 2.49504 1.79561
C 1.62658 9.10462 -1.02476
C -2.08530 -4.10616 -3.43831
O 1.78242 7.65936 -1.00235
H 2.69753 0.90428 5.49410
N 1.17856 4.07043 -4.72432
H -1.17637 0.17573 -1.98466
H -9.62316 7.48968 -3.64777
H 0.08783 -6.03028 3.39843
O 0.98084 -0.56052 1.31347
H 5.43208 4.81836 3.17233
H 4.07246 2.21688 -4.60417
H -9.49780 -1.09231 3.29614
H -10.56989 7.73215 -2.27362
H -2.05765 -2.57443 2.86758
H 7.04945 0.87586 -0.98164
H -5.61311 1.37074 -2.52749
H 0.70271 3.46143 -5.37453
C 5.47029 -1.81136 6.09454
H 7.13398 4.19372 3.20891
N -1.12412 0.68520 9.98665
C 1.46412 0.28842 2.37465
H -4.23563 -4.90348 -2.06067
H 7.29254 -3.83009 -7.51097
H 4.50275 -2.44375 -7.55817
H 4.13728 1.30054 -6.56617
H -8.81330 7.70840 -2.16346
C -4.94558 3.59673 -1.36450
H -1.89936 -4.64142 -2.50716
H 1.73804 9.37008 -2.07605
C -5.69602 -6.18374 -1.18235
C 3.34999 0.19018 5.99654
H 2.68570 5.29965 1.32712
H 5.18356 -0.91545 4.04198
H -9.71473 -0.97775 4.91260
C 5.54782 -2.44530 -7.24847
H 6.17264 -6.38160 -7.65074
H -1.24830 -3.50180 -3.78799
O -0.91108 0.22495 7.10437
H -8.85426 4.67676 -3.37215
H -9.58961 3.78151 -2.22841
H -7.20035 -8.40381 -0.81554
C -3.01213 -2.60805 2.34228
H -4.86633 1.63598 -4.05044
H -7.50289 3.85972 -0.95149
H 0.93341 7.54289 0.95478
H 6.12620 -3.66208 6.03904
C -5.39275 5.14116 -1.36781
O 5.97971 3.23647 1.97917
H 1.06415 -1.06034 -0.57612
N 5.86401 -1.84025 -5.94384
H 3.93768 3.17027 1.99744
H -6.54333 0.92946 5.89181
H -5.49614 5.41068 -0.31673
H 4.14209 -2.61277 -4.95099
H -0.36012 -3.92212 3.27151
H 4.81718 1.64438 2.47545
O -2.92046 -1.02399 -6.64641
C -3.54931 -0.25357 2.75800
C 6.49679 -5.83173 -8.53430
H -2.15778 -4.84218 -4.23900
H -4.06622 3.47619 -0.73180
C 2.11943 -6.68198 3.94301
H 6.11106 -1.78772 -7.91062
H 0.84552 3.76686 -3.82043
C 0.87832 7.11404 -0.04579
H -0.14055 7.35371 -0.35003
H 1.73714 -0.34150 3.22126
H 5.81550 -0.83163 -5.92351
H -3.85620 1.40722 -2.55521
C -0.08644 -0.90721 -5.83756
H 1.21944 5.36142 -2.01810
C 5.89390 -1.46709 4.65778
H -4.29513 -2.21749 -5.35727
H 3.29575 -1.64421 -1.79305
C 2.18870 -8.13119 3.98567
O -4.06654 -1.61202 2.71685
H -3.16845 0.07545 1.79115
C 3.96174 -2.20765 6.10733
C -8.99703 -1.40516 4.21236
C 2.31624 5.02058 0.34034
H 4.21990 0.38890 5.37054
H -1.11387 -0.98502 5.25641
O 2.97389 -1.17002 5.88095
H 3.11245 5.22357 -0.37586
H -8.05153 5.56017 -0.63581
C -7.81550 4.80804 -1.38860
H -5.70393 -2.37252 -3.08212
H 0.08127 2.02387 6.98253
H 0.02730 5.27272 0.64823
O -4.84740 3.27029 -2.77303
H 3.62226 -2.48875 7.10424
C -4.08917 -1.80782 -6.34613
C 0.80808 -5.93883 4.21143
C 3.28002 4.70141 -3.75040
H -2.75570 -0.54440 -4.59984
H -6.60437 4.86178 -2.96298
H 5.46184 -2.52077 -2.52435
H 6.42034 -1.30629 -0.58646
H -0.22603 1.58941 0.47917
H -5.63897 -5.01906 -3.04131
H 1.82291 -8.50822 4.94073
C -5.15594 -2.53215 -2.15351
*
```


[2]
ORCA calculation (ωB97M-V with the def2-TZVPD basis set) on 15 unconnected molecules or ions with the total composition C58H153N7O22.

Properties
E_LUMO ... 0.0144 Ha
Highest occupied orbital energy ... -8.72 eV
Energy above the lowest of the compared OMol25 structures with the same formula, charge and spin ... 0.0 kcal/mol
Largest force on an atom ... 2.8 eV/Å

```
! wB97M-V def2-TZVPD RIJCOSX def2/J DEFGRID3
* xyz 0 1
H 7.86114 13.39997 28.95707
H 19.91954 20.02026 24.62295
H 15.18888 16.33446 17.02366
O 16.62181 15.93443 18.63109
H 15.69879 16.90587 24.09218
H 14.93836 13.82321 29.81610
H 17.24867 26.00914 19.04717
H 14.91148 13.35777 31.51630
H 9.88773 12.25695 22.32679
C 9.72063 13.33467 22.47264
H 13.69050 17.90161 24.86726
H 13.42274 13.58580 23.32168
H 16.77487 18.78053 27.28088
H 12.99478 12.36083 30.70532
O 13.78881 17.79115 21.60566
H 11.99006 19.03803 27.22355
C 15.39888 12.78349 20.31107
H 12.25024 20.59656 19.62100
H 17.57403 17.96317 21.43256
H 13.44002 23.58593 22.60553
H 14.73256 21.18716 31.16369
H 13.60142 14.54381 20.87390
H 19.93072 16.78833 23.08376
H 17.77905 15.59424 20.51865
H 17.05494 20.93703 18.76472
H 15.59450 25.14556 18.85701
O 17.44711 13.47604 25.65983
C 15.72143 17.71451 24.80410
H 13.09246 16.80290 26.70578
C 15.40491 10.28400 25.99103
H 16.75061 13.27328 22.50805
H 14.76753 20.59636 18.37504
C 9.20986 15.19486 28.64097
O 19.23909 18.71095 23.29931
H 9.17903 16.02398 18.11722
C 20.32955 19.14761 24.08366
C 9.56054 11.64196 29.24392
H 16.41765 17.30546 25.58341
C 11.91459 18.88210 28.32429
H 9.84545 14.47492 18.82880
H 11.70242 19.19330 17.69940
H 13.97881 24.27649 19.81233
H 13.34729 23.30912 17.71942
H 12.39196 20.90530 26.11986
H 11.53362 24.36559 21.36564
H 8.79676 17.55299 29.96161
C 11.41998 18.04325 23.40499
H 18.56826 18.47855 27.58630
C 17.95882 14.50465 24.81383
C 8.07702 16.79753 20.34626
O 11.01516 17.77056 28.66370
C 9.58187 16.89123 30.39088
H 10.31273 22.18113 21.47356
H 8.80475 11.58843 30.04794
H 11.18340 18.36052 30.54088
C 8.15086 17.38694 21.73401
H 17.21513 18.94974 23.78155
H 17.88294 21.89478 17.64415
C 13.14204 22.15617 12.31032
H 14.74696 22.65822 24.94178
H 12.31727 15.44595 21.68120
C 12.99690 13.46257 30.65038
C 8.83024 13.70973 28.44814
H 14.53628 20.64705 28.42443
H 11.80228 19.04527 23.17098
H 7.34326 12.17122 21.52212
H 17.70596 12.49655 21.25674
H 10.26323 16.44697 22.58063
H 14.43782 18.35075 21.99258
H 16.05835 12.50747 19.47533
N 9.37856 18.19425 21.95903
H 19.17892 17.86631 19.50408
C 13.71460 13.64591 24.35544
H 14.49585 16.06946 22.64669
C 17.27102 18.14617 29.25809
N 9.25289 15.50386 30.06886
O 14.13236 10.26508 25.34918
C 12.04387 22.07913 15.78841
H 12.77794 15.97166 20.08132
H 17.46488 10.31235 22.45379
O 13.08786 22.44600 13.68873
H 10.12190 13.81418 21.52756
H 8.47743 15.87201 28.15710
H 18.02746 15.74482 26.50582
O 14.93227 20.36809 29.28810
N 16.32902 11.21655 24.03032
H 16.77955 17.81827 19.34478
H 13.01561 23.25086 25.24648
H 14.28609 19.48549 26.25246
C 14.40408 13.95827 30.77713
C 10.39976 16.95657 25.17148
H 14.09580 21.94431 15.84485
H 13.51678 25.53864 20.92812
H 14.77356 15.10615 18.24157
H 11.79535 23.14919 15.91921
O 10.99928 22.71090 23.38898
H 12.83352 18.23140 18.63526
H 14.64911 13.13645 24.53696
H 17.46566 17.65770 17.72352
H 12.92951 18.70651 28.79615
C 14.39606 15.25490 25.93311
H 15.52386 21.36462 23.29122
C 14.14648 16.67209 26.45512
H 20.61296 18.34571 24.75709
H 15.44179 15.00228 25.87845
N 13.38162 23.49500 21.60286
H 12.22526 17.36653 23.47860
H 7.34346 18.09817 21.78657
H 15.29615 20.80048 21.60466
H 15.41508 11.06522 23.57578
O 15.33133 19.35950 23.03172
H 13.32928 21.08516 12.14466
N 18.53286 16.20609 20.69525
H 11.92646 21.47253 21.96523
H 18.15040 18.05132 29.87371
H 14.14702 22.90800 29.54299
H 16.50090 9.12731 24.50038
H 12.69174 22.47408 30.55915
H 16.05375 23.85098 21.46032
H 8.05451 16.55712 22.50194
H 9.50414 16.67026 24.67208
H 17.12037 14.94422 24.27432
H 15.56692 11.23570 26.49687
C 14.23799 16.43950 21.64340
C 13.38276 22.15012 29.77795
H 13.40196 20.21241 30.74068
H 9.94017 22.37308 25.03184
H 11.25116 17.83973 18.79578
C 13.18509 15.55648 21.00502
H 12.09584 10.51007 25.98747
H 10.27981 13.73990 23.30010
H 21.18424 19.43964 23.39656
C 14.10078 20.93418 30.29471
H 14.82765 16.80053 18.74721
O 15.63355 12.01782 21.45112
H 15.20976 16.34461 21.13605
H 11.21617 16.25779 25.02552
H 13.06039 9.40251 26.91348
C 9.95753 22.06432 23.96660
C 16.90491 12.33117 21.97699
C 11.23734 22.32721 22.03922
O 9.03159 15.75583 20.14717
H 9.55015 17.01940 31.47394
H 15.48211 13.83334 20.58257
C 13.79760 22.54110 25.56579
H 12.70059 21.77499 18.34215
C 18.70732 16.90041 19.37219
H 19.51679 15.12829 26.24957
H 9.79591 19.62245 20.28955
H 18.87253 16.44319 25.15730
C 9.08195 15.21256 18.87985
H 16.87030 20.53039 22.39590
H 19.38044 16.26016 18.78408
C 10.56641 17.44212 22.27716
C 10.99642 17.44011 30.00726
O 12.53530 14.05275 29.43082
H 14.76471 16.82758 27.33103
H 8.14218 14.67412 18.59950
O 7.45328 13.10776 21.37790
H 11.53244 19.77646 28.87368
O 10.73268 18.21953 24.62707
C 15.78724 20.56581 22.54763
C 17.02405 21.23369 17.72876
C 13.09466 10.34422 26.33568
H 7.84191 13.33979 23.47082
H 11.03700 22.18033 13.84946
O 10.31140 20.27634 19.75669
H 10.44521 11.02613 29.50739
H 14.01688 14.54171 26.68539
C 11.99081 23.43472 21.24777
H 8.28344 17.62462 19.66721
O 14.37721 20.44050 26.41960
C 13.36186 21.07720 25.64137
C 11.86889 18.69220 18.67817
C 13.46282 22.20512 17.72625
H 12.92546 13.14707 24.99073
H 14.96066 22.20073 19.23089
H 14.35802 12.59562 19.99694
H 10.11250 15.26958 28.05650
C 8.22969 13.61567 22.49303
C 11.60491 19.72302 19.77097
H 10.01312 20.91678 23.95293
H 14.46154 15.00937 31.07878
H 9.17178 11.16252 28.35804
O 13.69892 15.00807 24.71339
H 8.69642 13.52270 27.34018
H 9.04038 22.32473 23.42070
C 17.35093 17.15300 18.73189
H 12.32858 13.74777 31.46681
H 11.87765 16.85442 30.39531
C 18.66490 15.47948 25.67192
C 11.96544 21.80731 14.27010
H 8.05568 14.71848 22.38825
H 17.59584 16.63591 22.50423
H 17.14887 20.38972 17.04580
H 14.08458 22.83098 26.58654
C 15.42826 24.75624 21.49529
H 11.82538 19.29216 20.80492
H 17.20556 20.52056 28.91856
H 7.09994 16.45725 20.07685
H 11.87817 23.17069 20.18162
H 11.15230 17.34166 21.38070
C 14.04341 24.58691 20.88580
H 11.28158 21.48092 16.38015
C 18.19805 17.13622 21.75735
H 20.30174 17.77147 21.75125
H 10.12748 17.09992 26.24491
O 15.87249 21.98066 17.41973
N 14.42820 17.78995 25.53041
C 16.51741 10.11990 25.03334
H 12.19080 22.42389 11.81046
C 14.75218 21.68794 18.25215
H 9.85664 14.86416 30.56785
H 12.80260 21.88904 28.86200
H 16.20942 19.82832 24.87811
C 16.18090 18.98515 24.16230
O 17.91275 20.20167 28.36052
H 13.91427 22.73028 11.88441
H 16.96980 24.34694 19.40992
C 15.34262 16.05455 18.12082
H 18.27822 11.49082 23.47246
C 17.63464 18.89466 28.00310
C 16.49519 25.32101 19.44881
H 15.36882 25.11842 22.54487
O 9.96516 12.97302 28.93831
H 13.30755 11.19596 27.05184
H 16.47826 18.75414 29.72294
C 19.47881 17.59163 22.49950
H 13.34585 20.56903 24.65421
H 18.68157 14.15548 24.09612
H 17.53982 10.25139 25.54362
O 16.22334 25.76442 20.76372
H 15.44088 9.52644 26.80990
H 16.91371 12.83878 25.07927
H 11.61033 13.73807 29.28123
N 13.31218 21.64436 16.38464
H 9.10909 18.65509 22.84022
H 16.85722 17.18208 29.08421
H 12.04955 20.71348 14.13943
C 17.30729 11.26470 22.99090
*
```


For reference, total energy by record: -115278.9766, -118091.0667 eV.